Entry 1:
{
  "formula": "C26H24Cl5CsN4",
  "method": "ωB97M-V with the def2-TZVPD basis set",
  "elements": ["Cs", "Cl", "C", "C", "C", "Cl", "C", "Cl", "C", "Cl", "C", "Cl", "C", "C", "C", "C", "C", "C", "N", "N", "C", "C", "C", "C", "C", "C", "H", "H", "H", "H", "H", "H", "H", "H", "H", "C", "N", "C", "C", "N", "C", "H", "H", "H", "H", "H", "H", "C", "C", "C", "C", "H", "H", "H", "H", "H", "H", "H", "H", "H"],
  "coordinates": [[0.19168, -0.63998, 0.66472], [-3.15923, -2.36355, 3.26368], [-2.14314, -1.47087, 4.41089], [-0.90232, -1.05179, 3.98189], [-0.17140, -0.38462, 4.94318], [1.43448, 0.20106, 4.49706], [-0.61018, -0.13461, 6.24254], [0.37837, 0.70990, 7.40354], [-1.87721, -0.57452, 6.61803], [-2.47134, -0.28259, 8.22331], [-2.65910, -1.25387, 5.68712], [-4.24588, -1.80707, 6.14920], [2.70589, 3.92489, -3.23972], [1.48273, 4.07305, -2.57753], [0.72646, 2.97733, -2.21941], [1.15214, 1.65587, -2.49989], [2.38747, 1.51887, -3.19197], [3.13309, 2.63219, -3.54066], [0.36014, 0.61657, -2.10693], [0.90548, -0.58206, -2.30182], [-0.01334, -1.64933, -2.22507], [-1.31326, -1.48972, -2.74824], [-2.23728, -2.52197, -2.65161], [-1.86019, -3.70963, -2.03712], [-0.55847, -3.84133, -1.53438], [0.42966, -2.84475, -1.58969], [3.30040, 4.78815, -3.51263], [1.11975, 5.06799, -2.33865], [-0.22370, 3.10787, -1.71433], [2.71178, 0.52128, -3.45161], [4.07380, 2.49170, -4.06580], [-1.56739, -0.54413, -3.21834], [-3.23918, -2.40473, -3.05506], [-2.57616, -4.52277, -1.94095], [-0.31887, -4.79067, -1.05077], [3.70219, -1.96675, -1.57001], [3.71711, -1.30649, -0.27116], [3.95669, -1.92926, 0.92433], [3.74026, -0.99014, 1.89210], [3.37586, 0.20293, 1.32033], [3.37376, -0.03050, 0.01793], [4.42763, -2.77997, -1.53499], [3.99625, -1.25134, -2.33639], [2.69937, -2.34782, -1.77944], [4.21530, -2.97274, 0.97195], [3.80496, -1.10459, 2.96202], [3.10950, 0.68908, -0.74354], [-3.30856, 2.22577, -1.43857], [-2.61339, 1.41482, -0.33288], [-3.58157, 0.46433, 0.36203], [-1.92503, 2.30654, 0.63779], [-3.73921, 1.54357, -2.17614], [-2.59546, 2.87118, -1.95251], [-4.10672, 2.84971, -1.02450], [-1.85324, 0.83424, -0.87579], [-4.40126, 1.02682, 0.82180], [-3.08880, -0.10509, 1.15341], [-4.00470, -0.24603, -0.35059], [-2.21845, 2.32956, 1.68055], [-1.02818, 2.84999, 0.36931]],
  "forces_ev_per_angstrom": [[-0.052, -0.125, 0.657], [-0.050, 0.002, -0.019], [0.048, -0.001, 0.015], [-0.081, 0.060, 0.073], [-0.095, -0.033, 0.040], [0.078, 0.071, -0.025], [0.100, 0.036, -0.002], [-0.039, -0.027, -0.025], [0.005, 0.003, -0.008], [0.017, -0.011, -0.051], [-0.080, -0.062, -0.032], [0.035, 0.016, 0.003], [-0.009, -0.082, 0.003], [-0.007, 0.019, 0.002], [0.005, 0.058, -0.006], [0.110, -0.062, 0.086], [-0.029, 0.066, -0.016], [-0.029, 0.015, 0.022], [-0.139, 0.064, -0.443], [0.153, 0.061, -0.079], [-0.190, -0.109, -0.027], [0.212, 0.170, 0.160], [0.008, -0.065, -0.003], [0.031, 0.027, 0.007], [0.009, 0.070, -0.002], [-0.072, -0.084, -0.185], [0.002, 0.001, -0.004], [-0.008, -0.003, 0.008], [0.016, -0.010, -0.001], [0.012, -0.011, 0.000], [-0.002, -0.007, 0.000], [-0.059, -0.037, -0.024], [0.002, 0.023, 0.000], [0.005, -0.007, -0.001], [-0.009, -0.010, 0.003], [0.211, 0.164, -0.051], [0.024, -0.036, 0.009], [-0.140, -0.030, -0.022], [-0.031, 0.120, 0.062], [0.106, -0.074, -0.218], [0.056, 0.067, 0.167], [0.024, -0.023, -0.036], [-0.017, 0.007, 0.018], [-0.130, -0.082, 0.053], [-0.001, -0.003, -0.005], [0.004, -0.010, -0.006], [0.024, -0.077, -0.069], [-0.087, -0.047, 0.025], [0.096, 0.078, -0.110], [-0.029, 0.050, -0.037], [0.087, -0.071, 0.174], [-0.018, 0.034, -0.007], [0.007, -0.003, -0.006], [-0.002, -0.016, -0.008], [0.037, -0.014, 0.045], [-0.004, -0.032, 0.009], [-0.024, -0.008, -0.016], [-0.005, -0.009, 0.013], [-0.038, -0.018, -0.013], [-0.044, 0.018, -0.099]],
  "nbo_charge": [0.876, -0.060, -0.076, -0.338, -0.081, -0.046, -0.104, -0.015, -0.108, -0.007, -0.106, -0.016, -0.331, -0.209, -0.290, 0.222, -0.340, -0.205, -0.466, -0.381, 0.010, -0.301, -0.258, -0.284, -0.299, -0.431, 0.185, 0.185, 0.196, 0.226, 0.185, 0.202, 0.178, 0.175, 0.163, -0.434, -0.328, -0.114, -0.120, -0.502, 0.148, 0.174, 0.199, 0.301, 0.208, 0.203, 0.226, -0.585, -0.355, -0.602, -0.295, 0.204, 0.211, 0.184, 0.261, 0.187, 0.221, 0.213, 0.170, 0.175],
  "homo_lumo_gap_ev": [5.05, 4.03],
  "lumo_ev": [3.9, 3.9],
  "total_charge": -2,
  "total_energy_ha": -3545.1445,
  "e_above_lowest_kj_mol": 10.4
}

---

Entry 2:
{
  "formula": "C26H24ClN3O7Tc",
  "method": "ωB97M-V with the def2-TZVPD basis set",
  "elements": ["Tc", "C", "C", "C", "C", "C", "C", "N", "C", "C", "C", "C", "C", "N", "C", "C", "C", "C", "C", "C", "N", "H", "H", "H", "H", "H", "H", "H", "H", "H", "H", "H", "H", "H", "H", "H", "C", "O", "C", "C", "C", "C", "C", "C", "O", "C", "O", "C", "H", "H", "H", "H", "H", "H", "H", "H", "H", "O", "Cl", "O", "O", "O"],
  "coordinates": [[0.37426, 0.14023, 0.72523], [0.03069, 3.51240, 0.39436], [0.92514, 2.89773, -0.62949], [1.57034, 3.70806, -1.56288], [2.48023, 3.16952, -2.43843], [2.75971, 1.80623, -2.38092], [2.10225, 1.03867, -1.46076], [1.16441, 1.57067, -0.61318], [2.40160, -0.39965, -1.26195], [3.24342, -1.17993, -2.02850], [3.42600, -2.50707, -1.66239], [2.79202, -3.02937, -0.54280], [1.96999, -2.20063, 0.19439], [1.79521, -0.93596, -0.19743], [1.29781, -2.53294, 1.47462], [1.48416, -3.73544, 2.09756], [0.96052, -3.91776, 3.37473], [0.32038, -2.86966, 3.98776], [0.14573, -1.65592, 3.32360], [-0.43904, -0.49937, 4.06362], [0.56710, -1.51952, 2.04727], [-0.42726, 4.41505, -0.00482], [0.62977, 3.79483, 1.26368], [-0.74698, 2.83909, 0.73174], [1.35619, 4.76771, -1.56640], [2.99575, 3.79896, -3.15135], [3.50276, 1.37087, -3.03234], [3.75108, -0.77243, -2.89011], [4.07998, -3.13856, -2.24871], [2.95020, -4.05754, -0.25448], [2.05126, -4.52082, 1.62098], [1.09498, -4.85941, 3.89003], [-0.04397, -2.95972, 5.00137], [-1.06551, -0.86343, 4.87478], [-1.00685, 0.17103, 3.43142], [0.37647, 0.08228, 4.50249], [-2.84344, -0.92713, -5.14294], [-3.80970, -0.41288, -4.21426], [-3.44851, -0.18423, -2.96222], [-4.46017, 0.35603, -2.13895], [-4.19685, 0.62979, -0.83155], [-2.91368, 0.40600, -0.27501], [-2.59823, 0.78508, 1.05910], [-3.60582, 1.11258, 2.10786], [-1.39125, 0.87131, 1.43705], [-1.93261, -0.16041, -1.11626], [-0.71548, -0.51402, -0.64278], [-2.18563, -0.46070, -2.44117], [-3.33373, -0.91642, -6.10900], [-2.57214, -1.94796, -4.87449], [-1.96279, -0.28574, -5.16670], [-5.43377, 0.53927, -2.57106], [-4.97975, 1.05587, -0.22289], [-4.61975, 1.19730, 1.73740], [-3.31643, 2.02685, 2.62416], [-3.58242, 0.30097, 2.84055], [-1.41144, -0.93486, -3.02478], [3.24366, 1.74059, 3.49809], [2.98423, 1.32225, 2.17500], [3.25181, 2.31804, 1.19102], [3.55437, 0.05342, 1.84658], [1.40976, 1.10079, 2.14461]],
  "forces_ev_per_angstrom": [[-0.153, -0.428, -0.087], [0.010, 0.056, -0.075], [0.076, -0.244, 0.049], [-0.042, 0.050, 0.013], [0.066, 0.001, -0.072], [0.083, 0.108, -0.110], [-0.240, -0.203, 0.209], [0.138, 0.268, 0.092], [-0.092, 0.165, 0.014], [0.077, -0.046, -0.077], [0.008, 0.004, -0.003], [0.058, -0.105, -0.039], [-0.092, 0.016, 0.152], [0.195, 0.263, 0.125], [-0.075, 0.285, -0.182], [0.008, -0.167, 0.082], [0.039, -0.068, -0.015], [-0.032, -0.014, 0.081], [-0.001, 0.087, -0.205], [0.012, -0.055, 0.024], [0.209, -0.057, 0.130], [0.019, 0.013, 0.012], [0.020, -0.023, -0.004], [-0.017, -0.013, 0.000], [0.000, -0.010, 0.003], [-0.009, 0.002, -0.002], [-0.006, 0.008, 0.003], [0.003, -0.032, 0.003], [-0.007, 0.001, -0.001], [0.024, 0.003, -0.023], [0.000, 0.007, 0.016], [-0.009, 0.004, -0.004], [-0.006, -0.002, -0.007], [-0.004, 0.032, 0.011], [-0.015, 0.012, -0.032], [0.003, -0.012, -0.017], [-0.084, 0.016, 0.109], [0.144, 0.026, -0.003], [-0.166, -0.074, -0.207], [0.011, 0.017, 0.105], [-0.034, -0.022, -0.047], [-0.139, 0.075, 0.059], [0.211, 0.146, 0.022], [-0.081, -0.002, -0.066], [-0.143, -0.030, 0.232], [0.237, -0.232, 0.173], [-0.166, 0.213, -0.105], [-0.041, -0.046, -0.033], [-0.009, -0.014, -0.012], [0.021, -0.013, -0.008], [0.014, 0.014, -0.030], [0.015, 0.005, -0.019], [-0.005, 0.005, 0.005], [-0.019, 0.019, 0.006], [0.013, 0.005, -0.006], [-0.001, 0.014, 0.007], [0.011, 0.022, -0.003], [-0.164, -0.185, -0.519], [0.051, 0.064, 0.317], [-0.076, -0.347, 0.265], [-0.216, 0.379, 0.039], [0.368, 0.042, -0.344]],
  "mulliken_spin": [0.979, 0.004, -0.004, -0.002, 0.001, 0.006, 0.027, -0.027, 0.008, -0.009, 0.030, -0.017, 0.022, -0.104, 0.030, 0.002, 0.001, -0.001, -0.004, -0.005, -0.058, 0.000, -0.001, 0.001, 0.000, 0.000, 0.000, 0.000, 0.000, 0.000, 0.000, 0.000, 0.000, 0.000, 0.005, 0.000, 0.001, 0.000, 0.000, -0.017, 0.022, -0.032, 0.009, -0.001, 0.021, 0.007, 0.047, 0.016, 0.000, 0.000, 0.000, 0.000, 0.001, -0.001, 0.001, 0.001, 0.001, 0.003, 0.001, 0.007, 0.007, 0.022],
  "multiplicity": 2,
  "homo_lumo_gap_ev": [6.32, 6.66],
  "lumo_ev": [-8.2, -7.8],
  "total_charge": 2,
  "total_energy_ha": -2236.4037
}